[1]
# C2Cl2O2S

A 2-piece molecular cluster, C2Cl2O2S overall (ωB97M-V/def2-TZVPD, OMol25).

Each line ends with the natural charge from an NBO analysis.
Cartesian coordinates (Å):
C: 1.23 0.85 -0.12  0.02
C: 2.44 1.02 -0.03  -0.24
O: -2.78 0.35 -0.43  -0.84
O: -1.58 -0.65 1.50  -0.83
S: -1.72 -0.38 0.08  1.87
Cl: 4.07 0.87 0.03  0.22
Cl: -1.65 -2.07 -1.03  -0.21

Frontier orbital gap (alpha / beta)   8.88 / 5.90 eV

***

[2]
# C6H40NO14

A 14-piece molecular cluster, C6H40NO14 overall (ωB97M-V/def2-TZVPD, OMol25).

Each line ends with the natural charge from an NBO analysis.
Cartesian coordinates (Å):
C: 1.75 -1.34 -0.17  -0.41
C: 2.34 0.07 -0.03  -0.65
C: 0.23 -1.12 -0.07  -0.22
N: -0.39 -0.54 -1.27  -0.68
C: -2.05 -0.51 -3.01  -0.63
C: -1.58 -1.26 -1.73  -0.07
C: -2.72 -1.33 -0.71  -0.08
O: -3.03 -0.05 -0.19  -0.79
H: 2.00 -1.84 -1.10  0.20
H: 2.19 -1.84 0.68  0.21
H: 2.02 0.59 0.87  0.22
H: 1.81 0.78 -0.66  0.24
H: 3.42 0.18 -0.10  0.18
H: 0.06 -0.52 0.82  0.18
H: -0.20 -2.11 0.11  0.18
H: -0.56 0.44 -1.12  0.38
H: -3.11 -0.30 -3.06  0.20
H: -1.96 -1.23 -3.83  0.21
H: -1.47 0.39 -3.15  0.24
H: -1.22 -2.25 -1.98  0.19
H: -2.38 -1.93 0.13  0.17
H: -3.58 -1.75 -1.22  0.17
H: -0.27 1.92 0.63  0.51
H: 0.49 2.98 -0.27  0.46
O: 0.62 2.15 0.21  -1.03
H: 0.42 2.15 -3.32  0.51
H: -0.65 2.61 -2.25  0.50
O: 0.06 2.92 -2.84  -1.00
H: 0.78 -1.58 4.12  0.50
H: -0.78 -1.67 3.66  0.51
O: -0.01 -2.13 4.08  -1.03
H: -2.84 1.32 -1.36  0.51
H: -1.86 2.27 -0.76  0.47
O: -2.35 2.17 -1.56  -0.99
H: 1.04 0.00 -3.05  0.50
H: 2.17 0.76 -3.84  0.51
O: 1.22 0.53 -3.83  -1.00
H: 1.77 1.08 4.03  0.50
H: 0.97 0.28 3.00  0.48
O: 1.56 0.17 3.75  -0.97
H: -0.35 2.18 2.54  0.51
H: -0.45 2.90 3.95  0.46
O: 0.14 2.64 3.25  -1.00
H: 3.07 2.58 -2.50  0.50
H: 3.46 1.30 -1.81  0.48
O: 3.39 1.67 -2.70  -1.00
H: 0.66 -5.13 1.01  0.50
H: -0.21 -5.04 -0.23  0.45
O: 0.64 -5.41 0.06  -0.98
H: 1.49 -4.57 3.27  0.49
H: 0.27 -3.67 2.61  0.52
O: 0.75 -4.51 2.65  -0.99
H: -2.21 0.28 0.32  0.51
H: -2.37 1.96 1.56  0.46
O: -1.56 1.48 1.34  -1.24
H: -1.86 -0.08 2.03  0.51
H: -2.65 -0.07 3.22  0.47
O: -1.95 -0.63 2.84  -0.99
H: 2.17 3.37 -0.71  0.48
H: 1.37 3.52 -2.03  0.50
O: 2.23 3.81 -1.58  -1.00

Total charge   -1
Frontier orbital gap   9.05 eV

***

[3]
# C19H14Cl2FN5Ti

C19H14Cl2FN5Ti as an isolated structure (ωB97M-V/def2-TZVPD, OMol25).

Each line ends with the natural charge from an NBO analysis.
Cartesian coordinates (Å):
Ti: -0.37 -1.43 -0.37  1.67
C: -1.72 -2.91 3.35  -0.25
C: -2.43 -1.86 3.94  -0.11
C: -2.35 -0.60 3.39  -0.22
C: -1.57 -0.38 2.25  0.40
N: -0.92 -1.42 1.66  -0.61
C: -0.99 -2.65 2.23  0.06
N: -1.49 0.93 1.82  -0.51
C: -0.73 1.31 0.85  0.50
N: -0.01 0.51 -0.01  -0.76
C: 0.85 1.31 -0.73  0.48
N: 1.82 0.93 -1.49  -0.50
C: 2.24 -0.38 -1.57  0.40
C: 3.39 -0.60 -2.34  -0.22
C: 3.94 -1.86 -2.43  -0.11
C: 3.35 -2.91 -1.72  -0.25
C: 2.23 -2.65 -0.99  0.06
N: 1.66 -1.42 -0.92  -0.60
C: 0.55 2.72 -0.44  -0.03
C: 1.08 3.90 -0.92  -0.18
C: 0.59 5.09 -0.40  -0.18
C: -0.40 5.09 0.59  -0.18
C: -0.92 3.90 1.08  -0.15
C: -0.44 2.72 0.55  -0.11
H: -1.75 -3.91 3.76  0.25
H: -3.03 -2.03 4.82  0.24
H: -2.85 0.25 3.82  0.25
H: -0.47 -3.44 1.71  0.22
H: 3.82 0.25 -2.85  0.25
H: 4.83 -2.03 -3.03  0.24
H: 3.76 -3.91 -1.75  0.25
H: 1.71 -3.44 -0.47  0.22
H: 1.86 3.89 -1.68  0.24
H: 0.97 6.03 -0.76  0.23
H: -0.76 6.03 0.97  0.23
H: -1.67 3.89 1.86  0.24
Cl: -1.01 -0.73 -3.05  0.07
C: -2.66 -1.26 -2.66  -0.37
Cl: -3.06 -0.73 -1.01  0.07
H: -2.68 -2.34 -2.68  0.26
H: -3.35 -0.80 -3.35  0.25
F: -1.02 -3.07 -1.02  -0.68

Total charge   +1
2S+1   2
Frontier orbital gap (alpha / beta)   7.61 / 7.61 eV

***

[4]
# C29H49Cl3N3O3SiYb

C29H49Cl3N3O3SiYb as an isolated structure (ωB97M-V/def2-TZVPD, OMol25).

Each line ends with the Löwdin spin population.
Cartesian coordinates (Å):
C: 3.05 1.46 -2.84  0.00
C: 2.34 2.56 -2.11  0.00
H: 3.32 1.74 -3.87  0.00
H: 2.43 0.56 -2.88  0.00
H: 3.96 1.17 -2.29  0.00
C: 2.23 3.84 -2.51  0.00
C: 2.74 4.39 -3.80  0.00
H: 1.76 4.58 -1.86  0.00
H: 3.05 3.58 -4.47  0.00
H: 3.59 5.08 -3.64  0.00
H: 1.93 4.96 -4.28  0.00
Yb: -0.33 -0.60 -0.25  1.00
Cl: 1.60 -0.42 1.55  0.00
Cl: -0.50 -2.68 -1.77  0.00
H: -2.86 -4.75 3.06  0.00
H: -0.66 -6.16 2.63  0.00
C: -2.79 -4.51 1.99  0.00
C: -0.67 -5.75 1.61  0.00
N: -1.39 -4.49 1.58  0.00
H: -3.23 -3.53 1.79  0.00
C: -0.83 -3.35 1.18  0.00
O: -1.41 -2.23 1.20  0.00
H: 0.37 -5.60 1.27  0.00
H: 0.20 -3.44 0.81  0.00
H: -3.32 -5.29 1.43  0.00
H: -1.15 -6.49 0.95  0.00
H: -0.02 1.21 -3.52  0.00
H: -1.06 3.77 -3.06  0.00
C: -1.08 0.95 -3.63  0.00
C: -1.98 3.22 -3.31  0.00
N: -1.89 1.85 -2.82  0.00
H: -1.22 -0.09 -3.34  0.00
C: -2.42 1.55 -1.63  0.00
O: -2.17 0.51 -0.98  0.00
H: -2.83 3.71 -2.83  0.00
H: -3.11 2.33 -1.25  0.00
H: -1.35 1.10 -4.69  0.00
H: -2.12 3.22 -4.40  0.00
O: 0.73 1.14 -1.24  0.00
C: 1.67 2.05 -0.84  0.00
C: 0.19 4.02 -0.11  0.00
C: 1.23 3.14 0.17  0.00
H: -0.39 3.84 -1.03  0.00
C: -0.09 5.11 0.72  0.00
H: 2.45 1.49 -0.33  0.00
C: 1.98 3.35 1.34  0.00
H: -0.91 5.79 0.48  0.00
C: 0.68 5.34 1.87  0.00
C: 1.72 4.45 2.17  0.00
H: 2.79 2.66 1.59  0.00
H: 0.49 6.19 2.53  0.00
H: 2.34 4.62 3.06  0.00
Si: 1.25 -3.97 -3.39  0.00
Cl: 1.98 -1.96 -3.47  0.00
C: -0.53 -4.21 -4.06  0.00
C: 1.80 -4.85 -1.84  0.00
C: 2.11 -5.00 -4.78  0.00
H: -1.20 -3.40 -3.73  0.00
H: -0.94 -5.14 -3.66  0.00
H: -0.54 -4.25 -5.15  0.00
H: 1.78 -4.69 -5.77  0.00
H: 1.91 -6.09 -4.71  0.00
H: 3.20 -4.88 -4.71  0.00
H: 1.60 -4.22 -0.98  0.00
H: 2.86 -5.07 -1.88  0.00
H: 1.25 -5.80 -1.68  0.00
C: 0.59 0.58 4.90  0.00
N: 0.16 -0.61 4.12  0.00
C: 0.74 -1.86 4.66  0.00
C: -1.34 -0.71 4.00  0.00
C: -1.91 0.57 3.50  0.00
C: -2.75 1.34 4.33  0.00
C: -3.13 2.63 3.95  0.00
C: -2.75 3.11 2.69  0.00
C: -2.01 2.27 1.81  0.00
C: -1.64 1.03 2.25  0.00
H: 0.03 0.57 5.84  0.00
H: 0.38 1.49 4.32  0.00
H: 1.65 0.49 5.08  0.00
H: 0.54 -0.49 3.13  0.00
H: 0.28 -2.05 5.64  0.00
H: 0.52 -2.69 3.97  0.00
H: 1.82 -1.74 4.77  0.00
H: -1.56 -1.55 3.35  0.00
H: -1.71 -0.91 5.01  0.00
H: -3.05 0.93 5.31  0.00
H: -3.72 3.25 4.62  0.00
H: -3.03 4.11 2.36  0.00
H: -1.72 2.65 0.83  0.00

2S+1   2
Frontier orbital gap (alpha / beta)   6.27 / 6.27 eV

***

[5]
# C31H41Cl2N9O4RhSSe

C31H41Cl2N9O4RhSSe as an isolated structure (ωB97M-V/def2-TZVPD, OMol25).

Each line ends with the Löwdin spin population.
Cartesian coordinates (Å):
Rh: -0.30 0.53 -0.39  2.46
N: 2.57 4.04 2.10  0.00
C: 2.07 2.64 1.74  0.00
C: 1.41 2.03 2.96  0.00
C: 1.04 0.55 2.80  0.01
N: -0.17 0.33 1.97  0.07
C: 2.22 -0.26 2.25  0.00
C: 2.88 0.35 1.02  0.01
N: 2.03 0.19 -0.18  0.09
C: 3.25 1.81 1.26  0.00
H: 1.96 4.84 1.78  0.00
H: 3.49 4.21 1.69  0.00
H: 2.67 4.13 3.11  0.00
H: 1.35 2.79 0.93  0.00
H: 0.53 2.61 3.26  0.00
H: 2.12 2.08 3.80  0.00
H: 0.83 0.17 3.81  0.00
H: -0.98 0.74 2.45  0.00
H: -0.34 -0.67 1.95  0.00
H: 1.90 -1.28 2.03  0.00
H: 2.97 -0.33 3.03  0.00
H: 3.82 -0.19 0.85  0.00
H: 1.90 -0.81 -0.34  0.00
H: 2.52 0.53 -1.01  0.00
H: 3.70 2.25 0.36  0.00
H: 4.02 1.83 2.04  0.00
Se: -1.07 -0.55 -3.70  0.00
N: -0.01 0.47 -2.68  0.06
C: 0.88 1.04 -3.48  0.01
C: 1.90 1.96 -3.10  0.00
C: 2.73 2.46 -4.06  0.00
C: 2.61 2.09 -5.44  0.00
C: 1.64 1.25 -5.85  0.00
C: 0.73 0.71 -4.88  0.00
N: -0.28 -0.09 -5.18  0.00
H: 1.98 2.29 -2.07  0.00
H: 3.51 3.16 -3.78  0.00
H: 3.31 2.51 -6.15  0.00
H: 1.52 0.96 -6.89  0.00
N: -0.33 7.68 0.18  0.00
C: 0.02 6.49 0.64  0.00
O: 0.86 6.30 1.51  0.00
C: -0.62 5.26 0.07  0.01
C: -0.34 4.82 -1.22  0.00
C: -0.63 3.50 -1.54  0.01
N: -1.16 2.64 -0.66  0.06
C: -1.56 3.12 0.53  0.02
C: -1.31 4.41 0.94  0.00
H: 0.11 8.51 0.56  0.00
H: -1.06 7.80 -0.51  0.00
H: 0.16 5.45 -1.94  0.00
H: -0.36 3.09 -2.50  0.00
H: -2.09 2.43 1.17  0.00
H: -1.59 4.74 1.93  0.00
C: -6.40 -3.26 -0.42  0.00
C: -5.79 -3.48 -1.80  0.00
C: -5.22 -2.21 -2.41  0.00
N: -4.08 -1.69 -1.63  0.02
C: -4.10 -0.74 -0.75  0.06
S: -2.68 -0.43 0.23  0.66
N: -5.22 -0.02 -0.50  0.01
C: -5.22 1.01 0.44  0.01
O: -4.15 1.28 0.99  0.22
C: -6.48 1.67 0.74  0.01
C: -7.62 1.52 -0.06  0.00
C: -8.79 2.16 0.28  0.00
C: -8.85 2.94 1.43  0.00
C: -7.72 3.10 2.23  0.00
C: -6.54 2.47 1.89  0.00
H: -6.79 -4.19 -0.02  0.00
H: -7.24 -2.56 -0.47  0.00
H: -5.67 -2.88 0.30  0.00
H: -6.53 -3.87 -2.49  0.00
H: -4.99 -4.23 -1.74  0.00
H: -5.99 -1.43 -2.50  0.00
H: -4.84 -2.39 -3.42  0.00
H: -3.21 -2.23 -1.69  0.00
H: -6.10 -0.33 -0.89  0.00
H: -7.60 0.94 -0.98  0.00
H: -9.67 2.05 -0.34  0.00
H: -9.77 3.43 1.70  0.00
H: -7.77 3.70 3.13  0.00
H: -5.66 2.57 2.51  0.00
Cl: 0.84 -4.09 1.25  0.00
C: -0.51 -3.98 0.12  0.01
Cl: -2.07 -4.23 0.97  0.00
C: -0.64 -2.62 -0.56  0.02
O: -1.41 -2.53 -1.52  0.03
O: 0.00 -1.64 -0.05  0.10
H: -0.41 -4.77 -0.61  0.00

Total charge   +3
2S+1   5
Frontier orbital gap (alpha / beta)   8.15 / 6.29 eV

***

[6]
# C4H7NS2

One molecule with the formula C4H7NS2 (ωB97M-V/def2-TZVPD, OMol25).

Each line ends with the natural charge from an NBO analysis.
Cartesian coordinates (Å):
C: 0.31 1.77 -1.26  -0.37
C: 0.24 1.13 -0.12  0.16
C: -0.06 1.71 1.24  -0.66
N: 0.41 -0.30 -0.09  -0.58
S: 2.02 -0.95 -0.01  0.21
C: -0.67 -1.12 0.01  -0.05
S: -2.26 -0.65 -0.07  -0.12
H: 0.38 1.35 -2.28  0.22
H: 0.28 2.88 -1.26  0.21
H: -0.81 1.06 1.69  0.24
H: 0.77 1.76 1.95  0.22
H: -0.44 2.74 1.18  0.23
H: 2.27 -0.90 1.30  0.10
H: -0.31 -2.14 0.10  0.20

SMILES   C=C(C)N(S)C=S
Frontier orbital gap   8.98 eV

***

| no. | F_max (hartree/bohr) |
| --- | --- |
| 1 | 0.0851 |
| 2 | 0.0365 |
| 3 | 0.0168 |
| 4 | 0.0879 |
| 5 | 0.0090 |
| 6 | 0.0497 |